(1)
A structure of composition C13H12IN3O2SV at a distorted geometry. Source: OMol25; level of theory: ωB97M-V/def2-TZVPD.

The calculation puts the relative energy (zero: lowest compared OMol25 entry of this formula, charge and spin) at 4.2 kJ/mol. The calculation puts the LUMO energy (spin up / spin down) at -0.332 / -0.307 hartree. The orbital gap (spin up / spin down) is 6.995 / 7.686 eV.

```
! RIJCOSX wB97M-V def2-TZVPD def2/J DEFGRID3
* xyz 2 2
V 0.7196 0.7723 -2.6484
O 2.0821 -0.7303 3.7799
C 3.1393 -0.4871 2.9031
C 2.6223 -0.2499 1.5252
C 3.4581 0.1394 0.4703
C 2.9020 0.4211 -0.7613
N 1.5882 0.3442 -0.9851
C 0.7690 -0.0799 0.0017
C 1.2574 -0.3917 1.2572
C -0.6428 -0.1301 -0.3929
C -1.6789 -0.6144 0.3859
C -2.9824 -0.6197 -0.1224
C -4.0925 -1.1802 0.6990
O -3.5852 -1.7747 1.8543
C -3.1876 -0.1084 -1.4109
C -2.1037 0.3450 -2.1342
N -0.8627 0.3335 -1.6429
H 2.4066 -0.8061 4.6857
H 3.8443 -1.3365 2.8746
H 3.7279 0.3949 3.2059
H 4.5219 0.2422 0.6175
H 3.5205 0.7324 -1.6056
H 0.6065 -0.7158 2.0537
H -1.5158 -1.0078 1.3781
H -4.6663 -1.8912 0.0825
H -4.7893 -0.3610 0.9460
H -4.3023 -2.1482 2.3815
H -4.1713 -0.0871 -1.8539
H -2.2195 0.7186 -3.1529
S 0.8636 5.0794 -3.7266
C 0.8003 3.5993 -3.2818
N 0.7491 2.4448 -2.9220
I 1.2217 -0.8471 -4.4613
*
```

Atom charges from the Mulliken analysis, given in e for atoms 1 to 8: 0.477, -0.494, -0.555, 0.327, -0.964, -0.291, -0.041, 0.537


(2)
A structure of composition C33H28BrN4O3PSTi. Source: OMol25; level of theory: ωB97M-V/def2-TZVPD.

The calculation puts the relative energy (zero: lowest compared OMol25 entry of this formula, charge and spin) at 356.9 kJ/mol. The calculation puts the LUMO energy (spin up / spin down) at -0.123 / -0.121 hartree. The orbital gap (spin up / spin down) is 7.575 / 7.666 eV.

```
! RIJCOSX wB97M-V def2-TZVPD def2/J DEFGRID3
* xyz 1 2
Ti 0.1806 -0.8869 0.3046
C 3.2018 2.2702 -0.1423
C 2.4332 0.9978 -0.0917
N 1.3155 0.8516 0.5147
N 0.7654 1.8564 1.2696
C 0.2160 1.3312 2.3405
N -0.4000 2.1496 3.2030
S 0.2818 -0.3833 2.7482
C 2.9426 -0.2662 -0.6830
C 4.0732 -0.3340 -1.4723
C 4.4938 -1.5734 -1.9387
C 3.7699 -2.7024 -1.6028
C 2.6380 -2.5501 -0.8157
N 2.2386 -1.3686 -0.3601
H 2.6842 3.0333 0.4294
H 3.3053 2.6038 -1.1772
H 4.2058 2.1292 0.2619
H -0.3793 3.1432 3.0477
H -0.7625 1.7841 4.0637
H 4.6145 0.5689 -1.7170
H 5.3760 -1.6524 -2.5593
H 4.0643 -3.6840 -1.9443
H 2.0236 -3.4010 -0.5443
Br -6.6228 3.5286 -1.5962
C -5.3854 2.1115 -1.7623
C -5.8068 0.8957 -2.2773
C -4.8934 -0.1390 -2.3905
C -3.5685 0.0325 -2.0019
C -3.1680 1.2611 -1.4869
C -4.0718 2.3046 -1.3653
C -1.1123 -0.9095 -2.5050
O -1.1798 -2.1795 -3.2034
O -0.1652 -0.9224 -1.5319
H -6.8350 0.7582 -2.5810
H -5.2246 -1.0945 -2.7807
H -2.1441 1.4055 -1.1647
H -3.7603 3.2594 -0.9656
O -1.9059 -0.7512 0.5068
P -2.5599 -1.8115 -0.3739
C -4.2188 -2.1827 0.1431
C -4.9494 -1.1973 0.8049
C -6.2683 -1.4454 1.1470
C -6.8531 -2.6629 0.8234
C -6.1235 -3.6455 0.1672
C -4.8004 -3.4097 -0.1709
C -2.6048 -1.1170 -2.0618
C -2.6230 -2.1285 -3.2333
C -3.1360 -1.5778 -4.5323
C -2.6222 -0.5053 -5.1345
C -1.5476 0.3542 -4.6269
C -0.8914 0.2186 -3.4758
C -1.5237 -3.2899 -0.1381
C -1.1978 -4.2653 -1.0772
C -0.3313 -5.2920 -0.7331
C 0.2323 -5.3498 0.5367
C -0.0846 -4.3821 1.4790
C -0.9685 -3.3601 1.1496
H -4.4823 -0.2498 1.0437
H -6.8431 -0.6882 1.6631
H -7.8844 -2.8510 1.0913
H -6.5819 -4.5959 -0.0699
H -4.2203 -4.1826 -0.6631
H -3.0603 -3.1100 -3.0358
H -3.9514 -2.1117 -5.0053
H -3.0449 -0.2136 -6.0881
H -1.2863 1.1973 -5.2548
H -0.1286 0.9330 -3.1908
H -1.5886 -4.2269 -2.0808
H -0.0876 -6.0476 -1.4683
H 0.9109 -6.1529 0.7926
H 0.3350 -4.4270 2.4753
H -1.2581 -2.6387 1.9073
*
```

Atom charges from the Mulliken analysis, given in e for atoms 1 to 8: 0.015, -1.804, 0.225, 1.641, -1.582, 0.629, -0.408, -0.524


(3)
The molecule C4H8N2 at a distorted geometry. Source: OMol25; level of theory: ωB97M-V/def2-TZVPD.

The calculation puts the relative energy (zero: lowest compared OMol25 entry of this formula, charge and spin) at 155.7 kJ/mol. The calculation puts the LUMO energy at 0.036 hartree. The orbital gap is 8.386 eV.

```
! RIJCOSX wB97M-V def2-TZVPD def2/J DEFGRID3
* xyz 0 1
C -0.3504 -2.1797 0.1677
N 0.4463 -1.3738 0.8229
C 0.3507 -0.0975 0.3531
C 1.5936 0.5113 -0.2298
C -0.8798 0.4920 0.3703
N -1.2251 1.7535 -0.0598
H -0.4491 -3.2200 0.5097
H -0.7219 -1.9973 -0.8515
H 1.3990 1.3455 -0.9100
H 2.1622 -0.2280 -0.8025
H 2.2346 0.8855 0.5748
H -1.6332 0.0876 1.0443
H -0.7039 2.0989 -0.8578
H -2.2229 1.9221 -0.1314
*
```

Atom charges from the Mulliken analysis, given in e for atoms 1 to 8: -0.401, -0.547, 0.417, -1.016, -0.188, -0.493, 0.266, 0.290


(4)
A cluster of 2 separate species, C2H8OS in total at a distorted geometry. Source: OMol25; level of theory: ωB97M-V/def2-TZVPD.

The calculation puts the relative energy (zero: lowest compared OMol25 entry of this formula, charge and spin) at 73.6 kJ/mol. The calculation puts the LUMO energy (spin up / spin down) at 0.118 / 0.127 hartree. The orbital gap (spin up / spin down) is 2.129 / 9.393 eV.

```
! RIJCOSX wB97M-V def2-TZVPD def2/J DEFGRID3
* xyz -1 2
C -1.5237 4.4761 -1.9850
S 0.1701 3.6067 -1.7492
H -2.1519 3.6855 -2.3503
H -1.7577 5.0832 -1.0672
H -1.3810 5.1686 -2.8413
H -0.1807 3.1231 -0.5302
C 1.4909 -4.2853 1.8498
O 0.0767 -4.2343 1.9759
H 1.8270 -4.7986 2.7480
H 1.6852 -4.9020 0.9497
H 1.9878 -3.3050 1.6962
H -0.2427 -3.6181 1.3035
*
```

Atom charges from the Mulliken analysis, given in e for atoms 1 to 8: -0.494, -0.929, 0.168, 0.198, 0.161, 0.243, -1.421, -0.322


(5)
A structure of composition C12H25O13Zn at a distorted geometry. Source: OMol25; level of theory: ωB97M-V/def2-TZVPD.

The calculation puts the LUMO energy at -0.345 hartree. The orbital gap is 2.782 eV.

```
! RIJCOSX wB97M-V def2-TZVPD def2/J DEFGRID3
* xyz 1 1
Zn -23.1608 4.0974 -22.2738
O -21.1107 5.6654 -20.3554
H -20.9575 6.4993 -19.8698
C -18.1458 6.4319 -14.9907
O -16.9943 5.9720 -14.3794
C -15.7930 6.5640 -14.6542
O -15.6574 7.5609 -15.4097
O -14.7948 5.8262 -14.0954
C -13.4602 6.0868 -14.3070
H -18.1626 6.9552 -15.9467
H -18.6532 7.1766 -14.3774
H -18.8242 5.5788 -14.9795
H -13.1836 7.1184 -14.5246
H -13.0451 5.5062 -15.1308
H -13.1221 5.7980 -13.3118
C -25.9673 2.9253 -16.9953
O -26.6213 1.8855 -17.7286
C -26.3173 1.5785 -18.9616
O -25.3212 2.0245 -19.4841
O -27.1942 0.6959 -19.3857
C -27.2213 0.3401 -20.7120
H -24.8853 2.7997 -16.9547
H -26.3154 2.9794 -15.9638
H -26.0061 3.9056 -17.4703
H -27.3469 1.1665 -21.4116
H -28.0361 -0.3354 -20.9725
H -26.3495 -0.2225 -21.0462
C -18.8317 1.4367 -24.4962
O -18.8520 0.3352 -23.6843
C -19.8209 0.1631 -22.7150
O -20.7811 0.8754 -22.6409
O -19.5006 -0.9784 -21.9877
C -20.4350 -1.6725 -21.1989
H -18.8687 2.4108 -24.0085
H -19.6567 1.4092 -25.2081
H -17.8256 1.3340 -24.9027
H -21.2989 -1.9030 -21.8222
H -20.8447 -1.1682 -20.3237
H -20.0564 -2.6787 -21.0190
C -27.1624 7.9290 -23.7070
O -26.6742 8.7815 -22.6369
C -26.1501 8.2527 -21.5456
O -25.8358 7.1137 -21.3563
O -26.0619 9.2727 -20.6506
C -25.5299 9.1411 -19.3481
H -26.3197 7.5916 -24.3104
H -27.8848 8.3259 -24.4203
H -27.6796 7.0746 -23.2703
H -26.2701 8.5727 -18.7851
H -25.4682 10.1449 -18.9277
H -24.5123 8.7531 -19.3925
*
```

Atom charges from the Mulliken analysis, given in e for atoms 1 to 8: 1.071, -0.392, 0.329, -0.701, -0.282, 0.761, -0.590, -0.283


(6)
A cluster of 2 separate species, CH4S2 in total at a distorted geometry. Source: OMol25; level of theory: ωB97M-V/def2-TZVPD.

The calculation puts the relative energy (zero: lowest compared OMol25 entry of this formula, charge and spin) at 141.1 kJ/mol. The calculation puts the LUMO energy at -0.025 hartree. The orbital gap is 8.490 eV.

```
! RIJCOSX wB97M-V def2-TZVPD def2/J DEFGRID3
* xyz 0 1
C -0.2968 -1.3906 0.5690
S 0.2267 -0.4971 -0.6311
H 0.1390 -1.4798 1.4920
H -1.2129 -1.9859 0.5717
S -2.0385 1.8511 1.3805
H -1.9214 2.6871 0.4094
H -1.5587 0.8769 0.6193
*
```

Taken from the Mulliken analysis, the atomic charges in e are: -0.389, -0.169, 0.308, 0.285, -0.191, 0.133, 0.022


(7)
A structure of composition C45H35BrN3O2P2RuS3 at a distorted geometry. Source: OMol25; level of theory: ωB97M-V/def2-TZVPD.

The calculation puts the relative energy (zero: lowest compared OMol25 entry of this formula, charge and spin) at 348.3 kJ/mol. The calculation puts the LUMO energy (spin up / spin down) at 0.011 / -0.076 hartree. The orbital gap (spin up / spin down) is 6.965 / 5.888 eV.

```
! RIJCOSX wB97M-V def2-TZVPD def2/J DEFGRID3
* xyz 0 6
Ru 0.3175 -0.9568 0.8308
C -2.4483 1.2216 0.4133
P -3.0933 -0.4921 -0.0770
C -1.6720 -1.6415 -0.2539
C -0.5937 -1.2210 -1.1114
C 0.2249 -2.2308 -1.7598
C 0.0857 -3.5300 -1.4692
C -0.8216 -3.9991 -0.3681
C -1.8270 -2.9739 0.0519
C -3.7933 -1.0611 1.5147
C -5.1043 -1.5262 1.5238
C -5.6826 -1.9808 2.7048
C -4.9502 -1.9700 3.8811
C -3.6381 -1.5064 3.8822
C -3.0625 -1.0560 2.7059
C -1.0571 1.7233 0.5415
C -0.7302 3.1270 0.7695
C 0.6199 3.2317 0.7402
C 1.1122 1.9166 0.5026
C 2.5002 1.4386 0.2593
P 2.6897 -0.2642 0.9744
C 3.4108 0.0009 2.6298
C 4.3701 0.9878 2.8575
C 4.9215 1.1525 4.1174
C 4.5285 0.3216 5.1597
C 3.5948 -0.6776 4.9348
C 3.0362 -0.8403 3.6733
C 4.0631 -1.0234 0.0628
C 4.9211 -0.3317 -0.7866
C 5.9656 -0.9978 -1.4158
C 6.1553 -2.3545 -1.2010
C 5.2968 -3.0514 -0.3594
C 4.2507 -2.3920 0.2673
N 0.0717 1.0347 0.3687
H -2.9660 1.4617 1.3479
H -2.9044 1.8829 -0.3321
H -0.6960 -0.2693 -1.6154
H 0.9124 -1.9172 -2.5369
H 0.6684 -4.2772 -1.9918
H -1.3438 -4.8990 -0.6728
H -2.6635 -3.3153 0.6478
H -5.6728 -1.5386 0.6010
H -6.7032 -2.3417 2.7026
H -5.3979 -2.3274 4.7999
H -3.0627 -1.4973 4.8003
H -2.0359 -0.7123 2.7100
H -1.4513 3.9065 0.9584
H 1.2187 4.1146 0.8934
H 3.2342 2.1599 0.6119
H 2.6217 1.3267 -0.8247
H 4.6999 1.6331 2.0517
H 5.6551 1.9299 4.2881
H 4.9512 0.4573 6.1470
H 3.2837 -1.3274 5.7431
H 2.2911 -1.6073 3.5106
H 4.7893 0.7293 -0.9613
H 6.6333 -0.4531 -2.0711
H 6.9724 -2.8692 -1.6902
H 5.4372 -4.1118 -0.1919
H 3.5698 -2.9373 0.9136
Br 0.6492 3.0836 5.6773
C 0.3610 1.2511 6.0695
C 0.4754 0.8955 7.4066
C 0.3435 -0.4300 7.7896
C 0.1137 -1.4056 6.8300
C 0.0097 -1.0403 5.4980
C 0.1143 0.2923 5.0919
C -0.0881 0.5930 3.6227
O -0.4746 1.6898 3.2411
O 0.1633 -0.4216 2.8719
H 0.6686 1.6633 8.1432
H 0.4268 -0.6956 8.8361
H 0.0176 -2.4458 7.1144
H -0.1602 -1.7896 4.7348
S -2.0580 -8.2039 -0.3641
C -1.2069 -7.0355 0.4981
S -2.2747 -6.4585 1.6608
C 0.1170 -4.3808 0.8080
N 0.5967 -5.5508 1.0534
N 0.0432 -6.6220 0.3008
C 1.0180 -7.3481 -0.4586
C 1.0696 -8.7318 -0.4108
C 2.0358 -9.4038 -1.1457
C 2.9583 -8.7020 -1.9073
C 2.9197 -7.3140 -1.9224
C 1.9536 -6.6357 -1.1965
S 0.7255 -3.0878 1.8010
H 0.3727 -9.2828 0.2039
H 2.0732 -10.4845 -1.1078
H 3.7121 -9.2327 -2.4740
H 3.6444 -6.7538 -2.4994
H 1.9370 -5.5552 -1.1821
*
```

Atom charges from the Mulliken analysis, given in e for atoms 1 to 8: 0.566, -1.319, -0.475, 1.578, -0.937, -1.288, -1.269, 0.935


(8)
A cluster of 2 separate species, C2H7FNOP in total at a distorted geometry. Source: OMol25; level of theory: ωB97M-V/def2-TZVPD.

The calculation puts the relative energy (zero: lowest compared OMol25 entry of this formula, charge and spin) at 168.3 kJ/mol. The calculation puts the LUMO energy at 0.033 hartree. The orbital gap is 10.986 eV.

```
! RIJCOSX wB97M-V def2-TZVPD def2/J DEFGRID3
* xyz 0 1
N 1.4270 -1.2389 -2.6697
P 1.2160 -0.7543 -1.0604
O -0.2317 -0.1207 -1.3901
F 0.5944 -2.2710 -0.6093
H 0.6628 -1.8783 -2.8151
H 2.2565 -1.8178 -2.8265
H -0.3958 0.8012 -1.1000
C -1.2613 0.9693 1.6656
C -0.0708 0.4205 1.8634
H -2.0925 0.4053 1.6980
H -1.4194 1.9416 1.4283
H 0.0789 -0.5432 2.1245
H 0.8882 1.0750 1.7604
*
```

Atom charges from the Mulliken analysis, given in e for atoms 1 to 8: -0.598, 0.480, -0.432, -0.357, 0.287, 0.272, 0.345, -0.619


Number 1: energy -2456.7015 hartree. Number 2: energy -5882.0184 hartree. Number 3: energy -266.6627 hartree. Number 4: energy -554.3388 hartree. Number 5: energy -3229.1256 hartree. Number 6: energy -836.8124 hartree. Number 7: energy -6596.6172 hartree. Number 8: energy -651.6321 hartree.